1.
Density functional theory data (wB97M-V/def2-TZVPD) for a 4-piece molecular cluster, C34H86N12O3P3 overall in a non-equilibrium geometry.

Geometry as XYZ:
```
138
Properties=species:S:1:pos:R:3:mulliken_charge:R:1
C 7.345 -1.335 -0.071 -0.131
C 6.408 -2.245 0.168 -0.409
C 5.526 -3.377 0.901 -0.627
C 5.683 -3.399 2.510 0.113
C 7.194 -3.705 3.018 -0.642
N 8.155 -2.562 2.833 0.140
C 8.178 -1.660 4.019 -0.306
N 8.984 -2.037 5.067 -0.372
N 7.378 -0.406 4.002 -0.045
C 6.086 -0.562 4.786 -0.535
C 4.966 0.367 4.047 -0.596
C 3.486 0.218 4.674 -0.633
C 2.361 1.075 3.838 -0.639
C 1.662 0.120 2.740 -0.599
C 0.181 -0.432 3.202 -0.030
C -0.562 -0.893 1.846 -0.520
C -1.662 -2.059 2.022 -0.482
C -1.241 -3.261 3.014 -0.380
C -2.034 -2.982 4.433 -0.870
H 8.163 -0.527 -0.185 0.348
H 4.413 -3.131 0.676 0.360
H 5.701 -4.431 0.445 0.395
H 5.225 -2.440 2.970 -0.346
H 5.029 -4.292 2.884 0.380
H 7.226 -4.092 4.116 0.307
H 7.594 -4.584 2.374 0.398
H 9.127 -2.917 2.706 0.302
H 8.613 -2.483 5.919 0.245
H 10.010 -1.903 4.924 0.262
H 7.953 0.288 4.522 0.401
H 6.239 -0.105 5.831 0.345
H 5.763 -1.659 4.891 0.344
H 5.305 1.465 4.184 0.393
H 4.979 0.160 2.908 0.268
H 3.514 0.604 5.766 0.342
H 3.167 -0.889 4.615 0.230
H 1.595 1.520 4.575 0.409
H 2.870 1.950 3.275 0.334
H 1.529 0.597 1.699 0.455
H 2.305 -0.834 2.606 0.017
H -0.317 0.457 3.747 0.262
H 0.394 -1.272 3.957 -0.005
H 0.237 -1.112 1.028 0.326
H -1.138 0.045 1.456 0.083
H -1.802 -2.538 0.966 0.309
H -2.697 -1.587 2.275 0.118
H -1.542 -4.314 2.646 0.355
H -0.125 -3.250 3.284 0.207
H -2.634 -2.001 4.420 0.217
H -1.294 -3.012 5.332 0.235
H -2.786 -3.846 4.591 0.296
O -3.248 1.617 0.938 -0.893
P -4.754 1.754 0.637 0.745
N -4.548 3.033 -0.456 0.386
C -4.413 4.448 -0.205 -1.012
C -3.998 2.678 -1.761 -1.183
N -5.140 2.222 2.247 0.330
C -5.572 3.531 2.695 -1.187
C -4.320 1.631 3.305 -0.946
N -6.486 1.856 0.288 0.086
C -7.243 2.875 -0.415 -0.686
C -7.349 0.951 1.044 -1.060
H -4.966 5.007 -0.971 0.335
H -3.365 4.777 -0.221 0.305
H -4.847 4.779 0.728 0.296
H -4.745 2.128 -2.344 0.356
H -3.108 2.049 -1.662 0.251
H -3.711 3.553 -2.352 0.410
H -4.735 4.230 2.771 0.346
H -6.033 3.462 3.687 0.384
H -6.349 3.955 2.060 0.254
H -3.362 2.152 3.416 0.306
H -4.120 0.572 3.096 0.178
H -4.831 1.654 4.271 0.353
H -7.302 3.811 0.145 0.131
H -8.273 2.554 -0.603 0.350
H -6.837 3.080 -1.408 0.129
H -7.770 1.448 1.924 0.336
H -6.791 0.073 1.381 0.318
H -8.174 0.574 0.431 0.380
O -9.408 4.674 -2.323 -0.777
P -10.456 5.690 -2.823 0.735
N -11.620 4.507 -3.172 0.332
C -11.775 3.684 -4.348 -1.062
C -12.288 3.906 -2.022 -1.110
N -9.492 6.185 -4.159 0.303
C -9.744 5.920 -5.562 -1.193
C -8.044 6.172 -3.950 -1.063
N -11.647 6.887 -3.353 -0.092
C -12.904 6.712 -4.054 -0.790
C -11.202 8.279 -3.359 -1.034
H -12.842 3.589 -4.587 0.381
H -11.356 2.679 -4.213 0.306
H -11.340 4.102 -5.246 0.315
H -12.972 4.631 -1.567 0.337
H -11.567 3.590 -1.261 0.203
H -12.884 3.028 -2.288 0.422
H -9.468 4.898 -5.837 0.347
H -9.155 6.598 -6.190 0.391
H -10.779 6.111 -5.845 0.247
H -7.626 5.165 -4.061 0.315
H -7.792 6.546 -2.950 0.269
H -7.530 6.831 -4.655 0.383
H -12.764 6.396 -5.090 0.224
H -13.481 7.644 -4.083 0.356
H -13.562 6.000 -3.551 0.243
H -10.853 8.579 -4.353 0.305
H -10.382 8.427 -2.651 0.311
H -12.001 8.960 -3.051 0.398
O 10.236 -6.400 -0.317 -0.848
P 9.588 -5.973 -1.650 0.791
N 10.375 -7.168 -2.559 0.214
C 11.699 -7.166 -3.136 -1.071
C 9.880 -8.531 -2.390 -1.177
N 10.341 -4.430 -1.645 0.422
C 11.390 -3.964 -2.531 -1.204
C 10.562 -3.824 -0.333 -1.021
N 8.800 -5.478 -3.158 -0.037
C 9.084 -5.853 -4.530 -0.857
C 7.926 -4.309 -3.079 -0.840
H 11.664 -7.639 -4.126 0.387
H 12.426 -7.705 -2.516 0.337
H 12.100 -6.180 -3.329 0.319
H 8.898 -8.633 -2.865 0.351
H 9.779 -8.792 -1.332 0.305
H 10.535 -9.280 -2.847 0.389
H 12.369 -4.358 -2.243 0.362
H 11.457 -2.870 -2.503 0.397
H 11.192 -4.201 -3.576 0.242
H 11.460 -4.225 0.153 0.330
H 9.701 -3.994 0.327 0.095
H 10.675 -2.739 -0.404 0.376
H 10.029 -5.438 -4.888 0.244
H 8.303 -5.499 -5.213 0.373
H 9.096 -6.936 -4.668 0.274
H 8.457 -3.398 -3.372 0.285
H 7.549 -4.173 -2.062 0.074
H 7.046 -4.420 -3.721 0.461
```

Output
* strongest force on any atom: 0.14416 hartree/bohr
* lowest unoccupied orbital energy: -5.8 eV
* molecular weight: 804.1 u
* net charge: +1
* E: -3252.99274 Ha


2.
Density functional theory data (wB97M-V/def2-TZVPD) for a 11-piece molecular cluster, C34H86O14S10 overall in a non-equilibrium geometry.

Geometry as XYZ:
```
144
Properties=species:S:1:pos:R:3:mulliken_charge:R:1
C 1.725 2.404 5.025 -0.766
O 2.480 2.713 3.868 -0.452
C 3.643 1.923 3.718 -0.696
C 3.390 0.477 3.303 -0.234
C 3.232 0.264 1.784 -0.723
C 1.806 0.000 1.254 -0.420
C 0.654 0.409 2.165 -1.114
C 0.133 -0.739 3.024 -0.405
C -1.039 -0.287 3.922 0.101
C -2.195 -1.273 3.799 -0.600
C -3.524 -0.857 4.440 -0.928
C -3.959 0.578 4.158 -1.217
C -4.341 0.808 2.714 0.553
C -4.549 2.329 2.454 -0.651
O -5.990 2.445 2.364 -0.399
C -6.338 1.267 1.777 0.555
O -7.088 1.092 0.848 -0.540
O -5.633 0.288 2.422 -0.164
H 0.673 2.447 4.746 0.310
H 1.917 1.405 5.410 0.340
H 1.935 3.140 5.797 0.322
H 4.294 2.410 2.997 0.468
H 4.183 1.921 4.674 0.301
H 2.582 0.044 3.883 -0.112
H 4.295 -0.053 3.609 0.541
H 3.691 1.096 1.255 0.271
H 3.840 -0.604 1.525 0.380
H 1.717 0.565 0.326 0.077
H 1.695 -1.043 0.960 0.257
H -0.189 0.710 1.539 0.443
H 0.888 1.265 2.795 0.614
H -0.166 -1.570 2.398 0.493
H 0.914 -1.121 3.687 0.494
H -0.742 -0.256 4.972 -0.498
H -1.316 0.722 3.622 0.361
H -2.366 -1.516 2.751 0.261
H -1.883 -2.199 4.284 0.478
H -3.487 -1.017 5.518 0.396
H -4.314 -1.505 4.057 0.076
H -4.850 0.771 4.759 0.482
H -3.213 1.297 4.478 0.511
H -3.615 0.447 1.990 0.305
H -4.167 2.681 1.495 0.349
H -4.161 2.999 3.211 0.334
C 3.928 2.122 -3.206 -1.139
S 2.705 2.952 -2.185 0.349
O 2.460 2.065 -1.011 -0.549
C 1.348 2.707 -3.331 -0.714
H 4.868 2.110 -2.661 0.300
H 3.598 1.099 -3.397 0.411
H 4.053 2.662 -4.146 0.500
H 1.217 1.639 -3.521 0.336
H 1.560 3.242 -4.254 -0.010
H 0.445 3.112 -2.882 0.400
C -1.088 6.696 -4.705 -1.093
S 0.348 5.868 -5.402 0.777
O 1.315 5.655 -4.285 -0.673
C 0.937 7.276 -6.346 -1.080
H -1.588 5.994 -4.042 0.308
H -0.771 7.574 -4.142 0.348
H -1.764 6.983 -5.511 0.350
H 1.120 8.115 -5.675 0.416
H 0.194 7.537 -7.099 0.360
H 1.864 6.983 -6.834 0.302
C -8.550 -2.089 2.246 -0.484
S -10.141 -2.896 2.422 0.438
O -9.875 -4.356 2.536 -0.610
C -10.690 -2.588 0.739 -0.866
H -8.011 -2.199 3.186 0.339
H -7.985 -2.564 1.443 -0.060
H -8.687 -1.029 2.032 0.369
H -9.978 -3.024 0.039 0.223
H -10.774 -1.513 0.579 0.353
H -11.664 -3.055 0.616 0.337
C -0.082 -2.104 -1.951 -0.987
S -1.502 -2.105 -0.849 0.406
O -0.976 -1.770 0.505 -0.496
C -1.788 -3.872 -0.880 -0.955
H 0.280 -1.080 -2.028 0.248
H 0.702 -2.740 -1.538 0.289
H -0.389 -2.462 -2.934 0.448
H -0.891 -4.391 -0.538 0.382
H -2.049 -4.180 -1.892 0.466
H -2.625 -4.084 -0.216 0.168
C 1.460 2.319 -7.792 -0.526
S 1.266 3.942 -8.534 0.572
O -0.066 4.457 -8.117 -0.606
C 1.104 3.362 -10.228 -1.011
H 1.537 2.454 -6.715 -0.127
H 0.590 1.705 -8.027 0.348
H 2.372 1.856 -8.168 0.380
H 0.258 2.678 -10.299 0.304
H 2.026 2.866 -10.530 0.361
H 0.931 4.229 -10.861 0.334
C 0.240 -0.372 8.411 -0.833
S 0.610 1.376 8.602 0.591
O 2.015 1.573 8.165 -0.613
C 0.617 1.374 10.399 -1.027
H 0.229 -0.596 7.346 0.141
H 1.010 -0.964 8.905 0.363
H -0.740 -0.584 8.839 0.364
H 1.361 0.663 10.760 0.297
H -0.375 1.109 10.766 0.360
H 0.873 2.377 10.732 0.345
C -6.505 -6.192 0.252 -1.016
S -6.307 -4.422 0.441 0.432
O -4.964 -4.103 -0.125 -0.601
C -6.139 -4.429 2.228 -0.664
H -6.580 -6.412 -0.809 0.339
H -5.636 -6.696 0.663 0.253
H -7.414 -6.516 0.760 0.426
H -5.302 -5.068 2.512 0.451
H -7.067 -4.787 2.675 0.437
H -5.948 -3.406 2.550 -0.142
C 8.634 2.316 -6.340 -0.951
S 7.045 1.511 -6.100 0.428
O 5.994 2.492 -6.494 -0.591
C 7.114 1.501 -4.308 -0.849
H 8.779 2.462 -7.408 0.348
H 8.634 3.279 -5.830 0.297
H 9.424 1.675 -5.947 0.341
H 7.224 2.514 -3.933 0.367
H 7.946 0.884 -3.982 0.390
H 6.186 1.071 -3.947 0.208
C -1.968 -8.089 -0.085 -1.020
S -3.223 -7.808 -1.340 0.702
O -4.530 -8.195 -0.744 -0.663
C -2.718 -9.157 -2.417 -1.076
H -2.130 -7.368 0.714 0.289
H -2.061 -9.102 0.306 0.398
H -0.981 -7.935 -0.520 0.359
H -2.761 -10.098 -1.869 0.317
H -1.707 -8.970 -2.780 0.369
H -3.408 -9.187 -3.257 0.329
C 11.129 2.031 -1.576 -0.966
S 9.544 1.202 -1.408 0.536
O 8.502 2.158 -1.870 -0.565
C 9.507 1.210 0.387 -0.973
H 11.325 2.165 -2.638 0.294
H 11.085 3.003 -1.084 0.320
H 11.910 1.412 -1.135 0.376
H 9.573 2.237 0.746 0.307
H 10.337 0.615 0.769 0.373
H 8.565 0.769 0.702 0.315
```

Output
* strongest force on any atom: 0.03745 hartree/bohr
* lowest unoccupied orbital energy: 0.4 eV
* molecular weight: 1039.7 u
* ΔE to the lowest compared entry with this formula, charge and spin: 0.00 kJ/mol
* net charge: 0
* E: -6381.94046 Ha


3.
Density functional theory data (wB97M-V/def2-TZVPD) for a 4-piece molecular cluster, C34H87Cl2FN10O7P5 overall in a non-equilibrium geometry.

Geometry as XYZ:
```
146
Properties=species:S:1:pos:R:3:mulliken_charge:R:1
C 4.406 -1.298 -2.784 -1.381
C 3.864 -0.831 -1.621 -0.280
P 3.428 0.994 -1.092 2.970
C 2.991 2.767 -0.516 -1.433
C 4.071 3.858 -0.349 -0.123
C 4.554 4.110 1.106 -1.503
C 4.660 0.926 0.382 -0.953
C 5.519 -0.286 0.664 -1.200
F 6.588 -0.477 -0.223 -0.323
C 4.693 1.685 -2.369 -1.435
C 6.206 1.818 -2.127 -0.315
C 6.793 2.545 -3.384 -1.149
C 6.519 4.030 -3.371 -0.063
O 6.569 4.504 -4.757 -0.393
C 5.875 5.661 -4.905 0.505
C 4.473 5.481 -5.398 -0.454
O 6.369 6.721 -4.683 -0.598
C 1.893 0.111 -0.096 -0.932
Cl 2.407 -0.739 1.467 -0.297
C 0.466 0.633 0.233 1.383
C -0.647 0.184 -0.741 -1.658
Cl 0.104 2.319 0.776 -0.253
P 1.913 1.001 -2.968 1.360
N 0.738 2.053 -2.881 -0.980
O 2.592 1.358 -4.430 -0.606
O 1.351 -0.470 -3.390 -0.568
H 3.873 -1.925 -3.499 0.288
H 5.441 -1.061 -3.035 0.241
H 3.591 -1.642 -0.933 0.360
H 2.658 2.602 0.510 0.677
H 2.142 3.261 -0.981 0.233
H 3.626 4.821 -0.621 0.649
H 4.963 3.807 -0.966 -0.476
H 3.997 3.533 1.842 0.316
H 5.592 3.775 1.196 0.358
H 4.567 5.170 1.352 0.327
H 4.204 1.226 1.329 0.751
H 5.401 1.732 0.337 -0.011
H 6.002 -0.092 1.632 0.437
H 5.015 -1.237 0.819 0.299
H 4.318 2.644 -2.744 -0.157
H 4.720 1.071 -3.271 1.058
H 6.561 2.447 -1.309 0.162
H 6.718 0.862 -2.183 0.270
H 7.877 2.404 -3.331 0.412
H 6.431 2.092 -4.306 0.430
H 7.292 4.587 -2.844 0.335
H 5.518 4.269 -3.011 -0.004
H 4.476 4.899 -6.318 0.326
H 3.910 4.926 -4.645 0.082
H 4.036 6.459 -5.563 0.224
H 1.657 -0.766 -0.692 0.762
H 0.180 0.081 1.123 -0.560
H -1.007 1.008 -1.347 0.434
H -0.332 -0.667 -1.338 0.314
H -1.499 -0.153 -0.146 0.373
H 0.750 2.536 -1.988 0.257
H 2.719 2.313 -4.439 0.161
H 1.880 -0.820 -4.117 0.345
O -2.301 -1.933 1.929 -0.957
P -2.831 -1.732 3.305 0.690
N -1.540 -2.163 4.317 0.276
C -1.567 -3.173 5.349 -1.272
C -0.207 -1.840 3.812 -1.025
N -4.172 -2.845 3.294 0.316
C -4.020 -4.198 3.792 -0.936
C -4.903 -2.834 2.034 -1.195
N -3.593 -0.757 4.467 0.160
C -2.826 0.360 5.042 -1.056
C -5.034 -0.469 4.378 -0.977
H -0.751 -3.004 6.056 0.482
H -1.463 -4.190 4.952 0.377
H -2.484 -3.111 5.938 0.348
H -0.139 -0.782 3.553 0.174
H 0.060 -2.416 2.923 0.331
H 0.549 -2.028 4.575 0.393
H -3.166 -4.723 3.338 0.241
H -4.919 -4.779 3.577 0.346
H -3.921 -4.217 4.876 0.213
H -4.406 -3.419 1.251 0.316
H -5.017 -1.816 1.657 0.387
H -5.908 -3.236 2.193 0.345
H -2.760 0.236 6.126 0.270
H -3.289 1.326 4.834 0.462
H -1.814 0.401 4.649 0.276
H -5.603 -1.273 4.840 0.246
H -5.377 -0.347 3.351 0.289
H -5.270 0.451 4.913 0.472
O -4.950 -6.977 6.485 -0.890
P -4.742 -8.421 6.783 0.761
N -3.054 -8.578 6.880 0.244
C -2.233 -9.473 6.096 -1.125
C -2.340 -7.430 7.429 -1.038
N -5.461 -9.147 5.375 0.105
C -4.663 -9.495 4.213 -0.921
C -6.693 -8.479 4.969 -1.062
N -5.063 -9.799 7.718 0.118
C -4.507 -9.860 9.079 -1.087
C -6.353 -10.500 7.602 -0.970
H -1.269 -9.622 6.588 0.384
H -2.039 -9.096 5.086 0.337
H -2.685 -10.464 6.029 0.321
H -2.739 -7.156 8.409 0.306
H -2.400 -6.546 6.787 0.258
H -1.288 -7.677 7.570 0.373
H -4.047 -8.661 3.850 0.234
H -5.324 -9.800 3.400 0.347
H -4.024 -10.355 4.409 0.292
H -6.510 -7.557 4.406 0.219
H -7.298 -8.215 5.839 0.384
H -7.289 -9.158 4.354 0.366
H -3.862 -10.737 9.170 0.279
H -5.286 -9.927 9.840 0.463
H -3.908 -8.982 9.311 0.299
H -6.320 -11.204 6.773 0.256
H -7.190 -9.821 7.446 0.284
H -6.558 -11.069 8.509 0.464
O 1.929 7.003 -6.968 -0.938
P 0.453 7.076 -6.783 0.741
N -0.151 5.882 -7.828 0.239
C -1.108 6.084 -8.889 -1.160
C 0.683 4.692 -7.981 -0.864
N 0.146 8.715 -7.291 0.152
C -0.230 9.025 -8.655 -0.970
C 1.164 9.646 -6.815 -1.185
N -0.905 7.077 -5.772 0.166
C -1.293 5.808 -5.132 -1.075
C -1.221 8.251 -4.941 -0.980
H -1.572 5.132 -9.158 0.389
H -0.657 6.505 -9.796 0.340
H -1.926 6.728 -8.563 0.337
H 0.910 4.248 -7.010 0.228
H 1.633 4.903 -8.482 0.230
H 0.153 3.938 -8.561 0.368
H 0.456 8.595 -9.399 0.263
H -0.234 10.108 -8.792 0.341
H -1.247 8.698 -8.874 0.295
H 2.076 9.624 -7.422 0.323
H 1.450 9.418 -5.787 0.378
H 0.759 10.662 -6.820 0.358
H -2.313 5.549 -5.428 0.269
H -1.256 5.869 -4.044 0.462
H -0.644 4.987 -5.425 0.291
H -1.789 8.976 -5.522 0.251
H -0.331 8.742 -4.549 0.293
H -1.834 7.957 -4.090 0.470
```

Output
* strongest force on any atom: 0.09416 hartree/bohr
* lowest unoccupied orbital energy: 1.6 eV
* molecular weight: 992.9 u
* net charge: -1
* E: -5148.77293 Ha


Q: Which of these has the lowest net charge?
A: C34H87Cl2FN10O7P5